{"formula": "C46H87O15P", "method": "ωB97M-V/def2-TZVPD", "gap_ev": 8.674, "charge": 0, "largest_force_ev_per_a": 0.68, "e_tot_ev": -89111.35341, "e_above_lowest_ev": 0.000, "lumo_ev": -0.3629, "smiles": "CC(C)[C@@H](C)COC1=C(P(O)O)C(=O)OC1=O.C1CCOC1.C1CCOC1.C1CCOC1.C1CCOC1.C1CCOC1.C1CCOC1.C1CCOC1.C1CCOC1.C1CCOC1", "species": ["C", "C", "C", "C", "C", "C", "O", "C", "C", "P", "O", "O", "C", "O", "O", "C", "O", "H", "H", "H", "H", "H", "H", "H", "H", "H", "H", "H", "H", "H", "H", "H", "C", "C", "C", "O", "C", "H", "H", "H", "H", "H", "H", "H", "H", "C", "C", "C", "O", "C", "H", "H", "H", "H", "H", "H", "H", "H", "C", "C", "C", "O", "C", "H", "H", "H", "H", "H", "H", "H", "H", "C", "C", "C", "O", "C", "H", "H", "H", "H", "H", "H", "H", "H", "C", "C", "C", "O", "C", "H", "H", "H", "H", "H", "H", "H", "H", "C", "C", "C", "O", "C", "H", "H", "H", "H", "H", "H", "H", "H", "C", "C", "C", "O", "C", "H", "H", "H", "H", "H", "H", "H", "H", "C", "C", "C", "O", "C", "H", "H", "H", "H", "H", "H", "H", "H", "C", "C", "C", "O", "C", "H", "H", "H", "H", "H", "H", "H", "H"], "positions_angstrom": [[1.8341, 1.3431, -2.0755], [1.4232, -0.0175, -1.4805], [0.2943, 0.1181, -0.4410], [1.1588, -1.0880, -2.5616], [0.8633, -2.4606, -1.9468], [0.1266, -0.7351, -3.6224], [-1.2058, -0.6342, -3.0597], [-1.9385, 0.4405, -3.2355], [-3.1022, 0.7098, -2.5978], [-4.0479, -0.2639, -1.3758], [-3.1453, 0.0134, -0.0366], [-3.4938, -1.7453, -1.8058], [-3.5697, 2.0015, -3.1000], [-4.3951, 2.7430, -2.6828], [-2.7850, 2.3513, -4.2224], [-1.6514, 1.5927, -4.1871], [-0.6603, 1.8978, -4.7717], [2.9217, 1.4543, -2.0866], [1.4994, 1.4914, -3.1046], [1.4402, 2.1744, -1.4852], [2.2861, -0.3926, -0.9171], [0.4458, 1.0259, 0.1417], [0.3160, -0.7123, 0.2717], [-0.6903, 0.1900, -0.8962], [2.0892, -1.2046, -3.1334], [-0.1292, -2.5044, -1.4954], [0.9261, -3.2276, -2.7251], [1.6273, -2.7059, -1.2055], [0.0939, -1.5485, -4.3541], [0.3969, 0.1693, -4.1575], [-2.4919, -0.6969, 0.0665], [-4.2440, -2.3580, -1.7930], [1.6301, 3.7596, -6.9614], [2.8169, 3.4292, -7.8637], [3.9861, 3.5981, -6.9005], [3.4952, 3.2429, -5.6078], [2.0674, 3.1451, -5.6415], [0.6829, 3.3541, -7.3144], [1.5236, 4.8424, -6.8617], [2.7518, 2.3942, -8.2063], [2.8953, 4.0711, -8.7400], [4.3325, 4.6375, -6.8769], [4.8361, 2.9584, -7.1429], [1.7833, 2.0904, -5.5876], [1.6536, 3.6547, -4.7714], [-0.6768, 4.9211, 2.0778], [-0.4905, 4.1035, 3.3550], [-0.7655, 2.6924, 2.8591], [-0.3333, 2.6570, 1.4953], [-0.0878, 3.9856, 1.0301], [-0.1801, 5.8902, 2.0999], [-1.7391, 5.0858, 1.8827], [0.5344, 4.1805, 3.7170], [-1.1558, 4.3990, 4.1653], [-1.8355, 2.4571, 2.8924], [-0.2249, 1.9317, 3.4233], [0.9940, 4.1323, 0.9324], [-0.5430, 4.1042, 0.0451], [4.4640, -2.1710, -6.5168], [4.8567, -3.5887, -6.1045], [4.3808, -3.6301, -4.6582], [3.2381, -2.7740, -4.5905], [3.1396, -1.9969, -5.7864], [4.3696, -2.0365, -7.5931], [5.1982, -1.4531, -6.1455], [4.3116, -4.3203, -6.7045], [5.9216, -3.7940, -6.2011], [5.1489, -3.2495, -3.9768], [4.0917, -4.6288, -4.3295], [2.3034, -2.3730, -6.3864], [2.9335, -0.9588, -5.5176], [3.0594, 2.9016, 7.5647], [1.7879, 3.3501, 8.2824], [1.0315, 4.0467, 7.1578], [1.3959, 3.3730, 5.9535], [2.5170, 2.5141, 6.1970], [3.5742, 2.0759, 8.0540], [3.7557, 3.7391, 7.4769], [1.2280, 2.4805, 8.6331], [1.9705, 4.0047, 9.1336], [1.3211, 5.1007, 7.0792], [-0.0519, 3.9955, 7.2765], [2.1816, 1.4739, 6.1892], [3.2435, 2.6460, 5.3945], [-1.9453, 4.1940, -11.1067], [-2.2039, 3.5521, -9.7450], [-1.3990, 2.2642, -9.8581], [-0.2889, 2.5582, -10.7076], [-0.4886, 3.8190, -11.3480], [-2.1094, 5.2704, -11.1224], [-2.5852, 3.7393, -11.8660], [-1.8006, 4.1824, -8.9495], [-3.2570, 3.3724, -9.5352], [-1.9908, 1.4626, -10.3135], [-1.0239, 1.9124, -8.8957], [0.1881, 4.5558, -10.9008], [-0.2404, 3.7200, -12.4053], [-5.5878, 1.1741, 3.1679], [-6.3534, 0.6589, 4.3855], [-6.0869, -0.8389, 4.3020], [-4.7963, -0.9850, 3.7120], [-4.3642, 0.2686, 3.1694], [-5.3283, 2.2300, 3.2270], [-6.1724, 1.0172, 2.2587], [-5.9237, 1.0694, 5.3019], [-7.4161, 0.8977, 4.3705], [-6.8277, -1.3359, 3.6651], [-6.0877, -1.3289, 5.2769], [-3.5732, 0.6747, 3.8108], [-3.9572, 0.1070, 2.1738], [4.6291, -2.5376, 7.8415], [5.6123, -1.3981, 8.1042], [5.3058, -0.4548, 6.9480], [3.9189, -0.6236, 6.6516], [3.4144, -1.7801, 7.3260], [4.4073, -3.1422, 8.7156], [5.0195, -3.1995, 7.0663], [5.3831, -0.9150, 9.0573], [6.6546, -1.7130, 8.1249], [5.8921, -0.7123, 6.0594], [5.4904, 0.5937, 7.1891], [2.7715, -1.4538, 8.1519], [2.8108, -2.3611, 6.6289], [-9.0625, -3.1855, -2.0988], [-8.8454, -3.3316, -3.6038], [-7.3264, -3.2900, -3.6993], [-6.8340, -3.8662, -2.4859], [-7.9012, -3.9976, -1.5420], [-10.0299, -3.5510, -1.7581], [-8.9690, -2.1383, -1.8043], [-9.2209, -4.2980, -3.9468], [-9.3233, -2.5510, -4.1935], [-6.9641, -2.2591, -3.7761], [-6.9331, -3.8584, -4.5426], [-8.1640, -5.0567, -1.4522], [-7.5576, -3.6434, -0.5697], [2.9620, -6.0869, 11.2993], [3.6854, -7.2707, 10.6603], [3.5686, -6.9365, 9.1791], [3.5651, -5.5097, 9.0884], [3.3870, -4.9434, 10.3882], [3.2338, -5.9171, 12.3399], [1.8810, -6.2312, 11.2471], [4.7338, -7.2803, 10.9657], [3.2495, -8.2371, 10.9081], [2.6327, -7.3195, 8.7591], [4.3971, -7.3241, 8.5856], [4.3394, -4.5114, 10.7173], [2.6458, -4.1448, 10.3325]], "forces_ev_per_angstrom": [[0.11, 0.05, -0.03], [-0.14, -0.01, 0.13], [0.38, 0.12, -0.04], [0.04, -0.15, 0.21], [0.17, 0.01, -0.30], [0.58, -0.25, -0.24], [0.01, 0.39, -0.08], [-0.24, -0.23, 0.12], [0.42, -0.26, -0.29], [-0.18, 0.44, 0.16], [-0.10, -0.45, -0.01], [-0.33, -0.21, -0.01], [0.12, -0.21, 0.09], [-0.30, 0.04, -0.19], [0.36, 0.38, 0.20], [-0.33, 0.12, 0.15], [-0.05, -0.11, -0.29], [-0.07, -0.04, -0.07], [-0.06, 0.00, 0.07], [0.00, -0.07, -0.01], [-0.02, 0.02, -0.09], [-0.06, -0.09, 0.04], [-0.17, -0.05, -0.17], [-0.02, 0.00, 0.04], [-0.08, 0.07, 0.00], [0.08, 0.00, 0.08], [-0.09, 0.04, 0.06], [-0.15, 0.02, 0.10], [-0.13, 0.01, 0.10], [-0.16, 0.02, 0.13], [0.14, 0.28, 0.05], [0.19, -0.08, -0.04], [-0.03, 0.06, -0.06], [0.00, -0.05, 0.02], [-0.03, 0.03, 0.00], [0.00, 0.01, -0.01], [0.08, -0.06, 0.00], [0.00, -0.01, -0.01], [0.00, 0.00, 0.02], [0.00, 0.00, -0.01], [0.00, 0.01, 0.00], [0.00, 0.00, -0.03], [0.01, 0.00, 0.02], [-0.03, -0.01, 0.00], [0.02, -0.01, 0.03], [-0.08, -0.04, 0.01], [0.05, 0.07, -0.06], [-0.07, -0.01, 0.00], [0.00, 0.12, 0.06], [0.04, -0.01, 0.00], [0.02, 0.00, 0.01], [0.00, 0.00, -0.02], [-0.01, -0.01, 0.03], [-0.01, 0.00, 0.00], [0.00, 0.00, 0.02], [0.02, -0.01, -0.02], [-0.01, 0.03, 0.00], [0.00, -0.03, 0.00], [0.04, 0.02, 0.03], [-0.04, -0.01, -0.03], [0.03, 0.03, 0.00], [-0.04, 0.00, -0.01], [-0.02, -0.02, -0.02], [-0.01, -0.02, -0.01], [-0.01, 0.01, 0.00], [0.00, 0.00, 0.01], [0.01, 0.01, 0.00], [0.01, -0.01, -0.01], [-0.02, 0.01, 0.01], [0.01, 0.01, -0.02], [0.00, 0.00, 0.02], [0.03, 0.06, 0.01], [-0.01, -0.04, 0.01], [0.03, 0.01, -0.02], [0.03, 0.01, 0.03], [-0.05, -0.10, 0.00], [-0.03, -0.02, 0.00], [0.00, 0.00, 0.00], [0.00, 0.00, -0.01], [0.01, 0.01, 0.00], [0.00, 0.00, 0.03], [-0.01, 0.00, -0.02], [0.04, -0.01, 0.00], [-0.02, 0.01, -0.02], [-0.02, -0.03, -0.01], [0.04, 0.04, 0.01], [-0.01, -0.01, 0.01], [0.02, 0.00, 0.01], [0.01, 0.02, 0.04], [0.00, 0.01, 0.01], [0.01, 0.00, 0.00], [0.00, -0.01, 0.01], [-0.01, 0.00, -0.02], [-0.02, 0.01, 0.02], [0.02, -0.02, -0.01], [-0.01, 0.02, -0.01], [0.01, -0.02, 0.00], [-0.04, -0.04, -0.01], [0.03, 0.03, 0.02], [0.00, 0.00, -0.04], [-0.02, 0.00, -0.01], [0.04, 0.03, 0.06], [0.00, 0.01, 0.01], [0.01, 0.00, -0.01], [0.00, 0.00, 0.00], [0.00, 0.00, -0.01], [-0.02, 0.01, 0.02], [0.01, -0.02, 0.00], [-0.01, 0.02, 0.00], [0.01, -0.02, 0.02], [0.09, 0.05, -0.07], [-0.06, 0.03, 0.04], [0.01, -0.04, -0.03], [-0.01, 0.05, 0.01], [-0.01, 0.02, 0.06], [0.01, -0.01, -0.01], [-0.02, -0.02, 0.01], [0.00, 0.01, 0.00], [0.00, -0.01, -0.01], [0.02, 0.00, 0.02], [-0.02, 0.01, -0.02], [-0.01, -0.03, 0.01], [0.00, 0.02, -0.02], [0.02, 0.05, -0.01], [-0.02, -0.05, 0.01], [0.00, 0.04, 0.01], [0.11, 0.08, 0.03], [-0.02, -0.03, -0.01], [0.00, -0.01, -0.01], [0.01, 0.00, 0.00], [0.01, 0.00, 0.00], [0.00, 0.01, 0.01], [-0.02, 0.00, -0.02], [0.02, -0.01, 0.01], [-0.02, 0.01, 0.01], [0.02, 0.00, 0.00], [-0.03, -0.03, -0.02], [0.04, 0.02, 0.02], [-0.05, -0.01, -0.02], [-0.04, -0.01, 0.05], [0.06, -0.04, 0.03], [0.01, 0.00, 0.00], [0.00, 0.00, -0.01], [0.00, 0.00, 0.00], [-0.02, 0.00, 0.00], [0.01, -0.02, 0.01], [0.00, 0.02, -0.01], [-0.02, 0.01, 0.05], [0.00, 0.00, -0.05]], "mulliken_charge": [-1.006, 0.771, -1.231, 0.940, -2.140, -0.435, -0.323, 1.106, 0.668, -0.126, -0.312, -0.424, 0.008, -0.539, -0.307, -0.021, -0.536, 0.387, -0.091, 0.170, 0.658, 0.367, 0.494, -0.206, 0.120, 0.297, 0.431, 0.438, 0.496, -0.196, 0.248, 0.269, -0.364, -0.501, -0.556, -0.466, 0.356, 0.126, 0.289, 0.234, 0.370, 0.299, 0.278, -0.376, 0.313, -0.669, -0.173, -0.302, -0.357, -0.485, 0.356, 0.306, 0.006, 0.363, -0.022, 0.330, 0.273, 0.303, -0.654, -0.577, -0.529, -0.310, 0.020, 0.364, 0.290, 0.259, 0.346, 0.297, 0.282, 0.228, -0.025, -0.397, -0.674, -0.505, -0.292, -0.307, 0.184, 0.290, 0.278, 0.354, 0.293, 0.288, 0.166, 0.291, -0.544, -0.480, -0.274, -0.412, -0.378, 0.340, 0.263, 0.215, 0.371, 0.305, 0.108, 0.217, 0.286, -0.548, -0.546, -0.485, -0.429, 0.421, 0.355, 0.273, 0.263, 0.355, 0.275, 0.265, 0.097, -0.208, 0.192, -0.663, -0.403, -0.333, -0.515, -0.288, 0.265, 0.283, 0.378, 0.256, 0.285, 0.264, 0.322, -0.535, -0.537, -0.374, -0.391, -0.359, 0.332, 0.269, 0.258, 0.333, 0.218, 0.297, 0.245, 0.252, -0.581, -0.518, -0.455, -0.360, -0.433, 0.334, 0.280, 0.266, 0.329, 0.265, 0.265, 0.291, 0.292]}